Computed, not measured: C40H105F3N9O11Zn as an isolated structure in a non-equilibrium geometry, with wB97M-V/def2-TZVPD.

Structure (XYZ):
```
169
Properties=species:S:1:pos:R:3:forces:R:3
Zn -1.5128 -3.5003 0.6102 -0.481 2.768 1.354
C -1.1334 -0.5643 0.0498 -0.876 -3.251 0.363
O -0.1286 -1.4372 -0.5557 0.728 2.058 -0.605
O -2.0309 -1.5314 0.5366 1.097 0.895 0.953
C -0.4108 0.5014 1.0408 -2.133 -1.434 -0.499
F -1.2937 1.2648 1.6947 -0.482 -0.802 0.659
F 0.3984 -0.1067 1.9415 -0.181 0.593 -0.657
F 0.2188 1.3896 0.3016 1.692 0.053 -0.764
C 0.6100 -0.8668 -1.6776 0.799 -1.436 -0.156
C 1.6886 -1.8962 -2.0419 0.635 1.526 -0.101
H 2.4984 -1.8945 -1.3123 -0.484 -0.726 0.857
H 1.3047 -2.8695 -2.3478 0.166 0.040 0.180
H 2.3100 -1.4330 -2.8083 -0.479 -0.173 -0.934
H 1.1041 0.0938 -1.5315 -0.148 -0.012 0.727
H -0.0109 -0.7065 -2.5590 -0.617 -0.124 0.094
H -1.7103 -0.0646 -0.7284 0.560 0.907 -0.110
C -1.2819 6.5451 -0.7361 0.112 0.226 -0.208
C -0.6379 5.4340 -1.5625 -0.698 -1.144 1.290
C -1.2354 3.9833 -1.2124 -0.548 1.552 0.162
O -2.6902 3.9390 -1.3913 1.057 0.249 0.011
C -3.1675 2.6716 -0.9507 -0.086 0.960 0.225
N -0.6646 5.7363 -2.9472 -0.893 -0.094 -1.878
H -2.2802 6.8026 -1.0898 -0.087 -0.217 -0.036
H -0.6718 7.4407 -0.8532 -0.012 0.068 0.035
H -1.3454 6.3249 0.3295 0.061 -0.210 -0.039
H 0.4381 5.5065 -1.4044 0.145 -0.871 1.022
H -1.0030 3.7353 -0.1767 0.011 0.051 0.267
H -0.7767 3.2084 -1.8267 0.114 -0.088 -0.368
H -2.5587 1.9415 -1.4842 -0.278 -0.680 0.440
H -4.2402 2.5343 -1.0870 0.010 0.276 -1.007
H -3.1519 2.6489 0.1389 0.920 -0.495 0.271
H -0.4249 4.8846 -3.4344 0.699 -0.137 -0.308
H -1.6122 5.8310 -3.2838 -0.526 0.523 0.162
C 6.0953 1.8504 -2.4844 0.336 0.632 -1.703
C 5.1363 2.0056 -1.3504 -0.514 -0.953 0.597
C 3.8866 1.0853 -1.5031 0.260 -0.106 -1.716
O 3.1657 1.3719 -2.7275 0.017 -0.602 0.715
C 2.4777 2.5909 -2.7039 0.233 0.593 -0.797
N 5.8222 1.6967 -0.1113 0.029 0.446 0.935
H 6.5880 0.8805 -2.5530 -0.434 -0.301 0.096
H 6.9294 2.5515 -2.4592 -0.004 0.256 0.567
H 5.6325 2.1060 -3.4376 -0.192 -0.404 -0.201
H 4.8027 3.0402 -1.2702 -0.019 0.096 0.004
H 3.1567 1.0027 -0.6978 0.379 0.564 0.401
H 4.2576 0.0786 -1.6957 0.148 -0.209 0.203
H 1.7237 2.7189 -1.9272 0.098 -0.267 0.480
H 1.9542 2.6987 -3.6539 0.032 -0.156 -0.096
H 3.2085 3.3988 -2.6694 -0.187 0.395 0.223
H 6.2556 0.7865 -0.0500 -0.124 -0.221 -0.391
H 6.5607 2.3778 -0.0069 0.177 -0.003 0.287
C -4.9043 -4.0889 0.5507 -0.267 0.181 -0.337
C -3.8488 -5.1191 0.1063 -2.279 0.761 -0.531
C -3.2453 -4.9218 -1.3056 -0.981 -0.767 1.285
O -2.3890 -3.7902 -1.2277 -0.093 -0.338 -1.689
C -2.0110 -3.3714 -2.5686 0.770 0.588 -0.064
N -2.7916 -5.0727 1.0580 1.722 -1.272 0.611
H -5.5382 -4.4968 1.3380 0.037 -0.240 -0.009
H -5.5681 -3.8126 -0.2685 0.030 0.007 -0.035
H -4.4966 -3.1727 0.9778 0.348 0.091 -0.319
H -4.3453 -6.0822 0.2251 0.010 -0.237 -0.794
H -4.0438 -4.8255 -2.0412 -0.013 0.548 0.022
H -2.7409 -5.8462 -1.5869 0.645 0.057 -0.072
H -1.4240 -2.4534 -2.5418 -0.204 0.010 0.621
H -2.8777 -3.1607 -3.1951 -0.187 -0.325 0.246
H -1.3430 -4.0987 -3.0299 -0.342 -0.361 0.020
H -3.1267 -5.2353 1.9968 -0.407 0.850 0.467
H -2.3347 -5.9653 0.9373 0.948 -0.307 -0.202
C -2.7605 -2.3664 3.6480 -0.554 0.302 0.395
C -1.2263 -2.5600 3.6847 -3.174 2.111 1.876
C -0.7394 -2.9345 5.1236 -0.662 0.539 -1.543
O -1.2504 -4.1985 5.4008 0.455 -1.140 -0.650
C -1.0858 -4.5586 6.7487 -0.321 0.100 0.333
N -0.8892 -3.5484 2.7356 1.433 -1.206 -1.524
H -3.2263 -2.3576 2.6625 0.622 -0.019 -0.367
H -2.9977 -1.3711 4.0238 -0.091 -0.072 0.332
H -3.3391 -3.0986 4.2111 0.256 -0.128 0.348
H -0.9012 -1.5444 3.4588 0.873 -0.418 -0.415
H -1.1462 -2.2744 5.8896 0.286 0.659 -0.200
H 0.3466 -2.8885 5.0415 0.314 -0.221 0.653
H -1.3659 -5.6036 6.8816 -0.050 0.130 -0.086
H -1.7503 -3.9076 7.3168 -0.031 -0.131 0.488
H -0.0671 -4.4135 7.1082 0.177 -0.006 -0.102
H 0.1203 -3.5635 2.7662 0.974 -0.035 -0.247
H -1.1056 -4.4266 3.1851 -0.401 -0.508 0.069
C -6.0873 -0.0829 -3.3265 0.398 -0.010 0.433
C -6.5619 -1.1401 -2.3401 -0.097 1.843 0.010
C -7.2361 -0.5123 -1.1271 -0.220 -0.065 1.381
O -6.5069 0.4385 -0.3685 1.451 -0.093 -0.619
C -5.3473 -0.1730 0.2297 -0.486 0.550 0.692
N -7.5068 -1.9470 -3.0350 0.020 -1.414 -0.089
H -5.5029 -0.6033 -4.0852 0.183 0.364 -0.070
H -5.5350 0.6906 -2.7929 0.341 -0.016 -0.241
H -6.9155 0.4216 -3.8241 -0.196 -0.145 0.065
H -5.7162 -1.7280 -1.9834 0.052 -0.246 -0.244
H -7.5068 -1.2752 -0.3971 -0.021 -0.828 -0.015
H -8.2151 -0.0926 -1.3582 0.198 0.519 -0.463
H -4.6926 0.5745 0.6776 -0.298 0.393 -0.173
H -4.6831 -0.7691 -0.3961 -0.346 -0.064 -0.445
H -5.7002 -0.7701 1.0706 0.042 -0.443 0.073
H -7.7136 -2.7335 -2.4361 -0.622 -0.251 -0.190
H -8.3448 -1.4094 -3.2044 -0.231 -0.129 -0.048
C 1.7254 3.8920 1.9402 -1.590 0.528 -0.915
C 2.9440 3.6532 1.0699 0.849 0.537 1.993
C 4.0187 4.7913 1.4049 -0.512 -1.101 -0.337
O 3.6944 6.1246 1.0571 0.347 -0.656 0.183
C 3.6901 6.3270 -0.3423 -1.392 0.571 0.601
N 3.4685 2.3486 1.5013 0.230 0.613 0.140
H 1.7840 3.8118 3.0257 0.835 -0.104 -0.076
H 0.9208 3.2150 1.6531 0.039 -0.283 -0.024
H 1.2753 4.8629 1.7335 0.160 0.341 -0.021
H 2.7172 3.7116 0.0054 -0.319 -0.005 -0.208
H 4.9356 4.5423 0.8709 0.398 -0.256 0.098
H 4.1836 4.7516 2.4816 0.080 0.077 -0.057
H 2.7092 5.9857 -0.6731 0.025 -0.188 -0.697
H 4.4853 5.8340 -0.9013 0.244 -0.035 0.176
H 3.6864 7.4091 -0.4736 0.340 -0.072 -0.246
H 4.3096 2.0513 1.0276 0.221 0.043 -0.081
H 2.7879 1.6038 1.4538 -0.265 0.180 -0.004
C -1.6106 4.0123 2.9943 0.658 0.407 0.725
C -2.1623 4.7886 4.2310 0.568 -0.630 -1.442
C -1.1315 5.6906 4.9532 -0.073 -1.006 0.170
O -0.1055 4.8734 5.5613 -0.901 -0.663 -0.393
C 1.0120 5.6088 5.9749 0.013 0.901 -0.600
N -3.3183 5.5649 3.7661 -0.139 0.630 0.873
H -0.8443 3.2760 3.2366 -0.133 -0.108 0.199
H -1.1209 4.7069 2.3119 -0.086 0.231 -0.129
H -2.4224 3.5338 2.4464 -0.042 -0.081 0.156
H -2.4435 4.0443 4.9760 -0.458 0.089 0.049
H -1.6849 6.2016 5.7412 0.076 0.362 0.038
H -0.6807 6.4065 4.2661 0.081 0.176 -0.127
H 1.8088 5.0397 6.4538 -0.541 -0.559 0.052
H 0.7007 6.4115 6.6433 0.129 0.191 0.167
H 1.4560 6.0393 5.0773 0.290 0.422 -0.031
H -3.9949 5.0376 3.2330 0.108 -0.471 0.245
H -3.0551 6.3095 3.1365 0.381 0.181 0.064
C 0.7528 -5.1054 -4.7615 0.244 0.961 -0.339
C 2.2361 -5.2652 -5.0634 1.086 0.191 0.939
C 3.0249 -4.0082 -5.5562 -1.597 -0.334 -0.610
O 2.4900 -3.5303 -6.8008 0.634 0.020 0.650
C 3.1756 -2.4063 -7.3835 -0.436 -0.966 0.015
N 2.8735 -5.6758 -3.7687 -0.118 -0.502 -0.940
H 0.2608 -4.4944 -5.5182 -0.152 -0.370 -0.306
H 0.6517 -4.5101 -3.8541 0.078 -0.050 0.303
H 0.2644 -6.0667 -4.6022 0.054 0.085 -0.157
H 2.3965 -6.0783 -5.7714 -0.055 -0.020 -0.009
H 4.0855 -4.2445 -5.6425 0.130 -0.143 -0.107
H 2.9027 -3.2933 -4.7424 0.062 0.648 -0.024
H 3.1469 -1.5459 -6.7149 -0.101 0.170 -0.131
H 2.6682 -2.2534 -8.3361 -0.144 0.429 0.245
H 4.2073 -2.6283 -7.6564 0.241 -0.216 0.326
H 3.8348 -5.9109 -3.9709 0.235 -0.191 0.181
H 2.9082 -4.9096 -3.1116 -0.147 0.318 0.004
C 3.1665 -1.5139 2.9747 0.883 0.817 -0.141
C 2.6278 -2.5360 1.9726 2.616 3.423 -1.230
C 3.6632 -3.1212 0.9972 0.743 -0.541 0.667
O 4.5976 -2.2285 0.4686 -0.172 1.054 0.082
C 5.4554 -2.7768 -0.5031 0.076 -0.305 0.066
N 2.0301 -3.5395 2.6779 -2.544 -3.545 1.012
H 3.7745 -1.9520 3.7663 -0.178 -0.495 0.089
H 2.4108 -0.8898 3.4517 -0.344 -0.373 -0.068
H 3.8619 -0.7910 2.5482 -0.088 -0.036 -0.510
H 1.9199 -2.0374 1.3106 -0.475 0.143 0.263
H 3.0874 -3.6534 0.2400 -0.078 -0.033 -0.604
H 4.2172 -3.8946 1.5292 0.185 -0.359 0.290
H 5.9645 -3.6730 -0.1483 -0.326 -0.460 0.102
H 6.2977 -2.1216 -0.7251 -0.446 0.543 0.014
H 4.8705 -2.9797 -1.4001 0.217 -0.204 -0.304
H 1.7722 -4.2601 2.0188 -0.483 -0.392 -0.457
H 2.5995 -4.1119 3.2847 0.735 0.687 0.512
```
Positions in Å, forces in eV/Å.

Its largest force on an atom is 4.48 eV/A. The energy relative to the best compared isomer or geometry (same formula, charge and spin) is 319.87 kJ/mol. The lowest unoccupied orbital energy is -3.3 eV. The charge is +1. As for the electronic energy: -135674.993 eV.

Here are the Mulliken charges for atoms 1 to 99, given in e: atom 1 (Zn): 0.34, atom 2 (C): -0.09, atom 3 (O): 0.12, atom 4 (O): 0.04, atom 5 (C): -0.21, atom 6 (F): -0.08, atom 7 (F): -0.16, atom 8 (F): 0.16, atom 9 (C): -0.17, atom 10 (C): -0.26, atom 11 (H): -0.41, atom 12 (H): -0.45, atom 13 (H): 0.54, atom 14 (H): -0.36, atom 15 (H): 0.38, atom 16 (H): 0.24, atom 17 (C): -1.47, atom 18 (C): 1.21, atom 19 (C): 0.02, atom 20 (O): -0.54, atom 21 (C): -0.04, atom 22 (N): -0.80, atom 23 (H): 0.35, atom 24 (H): 0.45, atom 25 (H): 0.14, atom 26 (H): -0.47, atom 27 (H): -0.13, atom 28 (H): 0.33, atom 29 (H): 0.13, atom 30 (H): 0.40, atom 31 (H): -0.16, atom 32 (H): 0.22, atom 33 (H): 0.31, atom 34 (C): -1.85, atom 35 (C): 1.17, atom 36 (C): 0.54, atom 37 (O): -0.42, atom 38 (C): -0.58, atom 39 (N): -0.52, atom 40 (H): 0.32, atom 41 (H): 0.50, atom 42 (H): 0.33, atom 43 (H): -0.36, atom 44 (H): -0.49, atom 45 (H): 0.04, atom 46 (H): -0.01, atom 47 (H): 0.36, atom 48 (H): 0.40, atom 49 (H): 0.16, atom 50 (H): 0.29, atom 51 (C): -1.01, atom 52 (C): 0.43, atom 53 (C): -0.81, atom 54 (O): 0.13, atom 55 (C): -0.37, atom 56 (N): -0.70, atom 57 (H): 0.46, atom 58 (H): 0.27, atom 59 (H): -0.07, atom 60 (H): 0.45, atom 61 (H): 0.48, atom 62 (H): 0.46, atom 63 (H): -0.15, atom 64 (H): 0.37, atom 65 (H): 0.19, atom 66 (H): 0.28, atom 67 (H): 0.33, atom 68 (C): -1.79, atom 69 (C): 1.32, atom 70 (C): -1.18, atom 71 (O): -0.31, atom 72 (C): -0.83, atom 73 (N): 0.01, atom 74 (H): 0.29, atom 75 (H): 0.46, atom 76 (H): 0.36, atom 77 (H): -0.33, atom 78 (H): 0.56, atom 79 (H): 0.44, atom 80 (H): 0.24, atom 81 (H): 0.34, atom 82 (H): 0.32, atom 83 (H): 0.29, atom 84 (H): 0.47, atom 85 (C): -1.35, atom 86 (C): 1.71, atom 87 (C): -0.78, atom 88 (O): -0.41, atom 89 (C): -0.54, atom 90 (N): -0.74, atom 91 (H): 0.38, atom 92 (H): 0.17, atom 93 (H): 0.40, atom 94 (H): -0.81, atom 95 (H): 0.39, atom 96 (H): 0.35, atom 97 (H): 0.20, atom 98 (H): 0.13, atom 99 (H): 0.37